No. 1
C18H36NO2 | the ωB97M-V functional and the def2-TZVPD basis

Element x y z (Å)
1 C 1.522390 4.918369 -0.380479
2 C 0.751556 3.624059 0.054564
3 C -0.821241 3.757992 0.032002
4 C -1.481173 2.609949 -0.806141
5 C -2.141895 1.477420 0.091308
6 C -2.047585 0.085124 -0.618636
7 C -0.870920 -0.843515 -0.126453
8 C -1.544824 -1.876204 0.877574
9 C -2.185192 -1.215612 2.143580
10 C -1.723901 -2.088584 3.379778
11 O -3.615231 -1.319218 2.089634
12 C -0.418539 -1.708759 -1.367666
13 C 1.048974 -1.512778 -1.891957
14 C 1.608392 -2.935596 -2.271190
15 C 0.953009 -0.739968 -3.274569
16 N 1.942292 -0.719697 -1.040238
17 O 3.185762 -0.853300 -1.330367
18 C 1.651231 -0.804903 0.399154
19 C 2.723728 0.081435 1.137987
20 C 1.759159 -2.226646 1.023017
21 C 0.274938 -0.086614 0.619723
22 H 0.909461 5.646590 -0.936560
23 H 2.348946 4.594089 -1.050833
24 H 2.014974 5.346184 0.512411
25 H 1.018474 2.799722 -0.638526
26 H 1.037811 3.280335 1.068867
27 H -1.233377 3.790587 1.064284
28 H -1.097604 4.722316 -0.439849
29 H -0.795435 2.118872 -1.523884
30 H -2.304350 3.061171 -1.399356
31 H -1.780222 1.503107 1.134227
32 H -3.221897 1.747374 0.132944
33 H -1.964194 0.294019 -1.710283
34 H -3.029695 -0.426470 -0.507325
35 H -2.391945 -2.310255 0.296805
36 H -0.879148 -2.723391 1.124408
37 H -1.835429 -0.195181 2.362940
38 H -2.313039 -1.876601 4.289899
39 H -1.784402 -3.167288 3.128463
40 H -0.644384 -1.879477 3.563593
41 H -3.792759 -2.196518 2.429783
42 H -1.096832 -1.554368 -2.231891
43 H -0.536093 -2.787759 -1.110642
44 H 0.972538 -3.273133 -3.123631
45 H 1.446733 -3.685984 -1.473017
46 H 2.642039 -2.905902 -2.652300
47 H 0.154334 -1.154819 -3.911719
48 H 0.778759 0.333543 -3.057097
49 H 1.956713 -0.819379 -3.742244
50 H 3.676435 -0.474411 1.248231
51 H 2.900120 1.043348 0.625604
52 H 2.360114 0.272048 2.170632
53 H 1.392611 -2.152103 2.072201
54 H 1.133685 -2.996036 0.537379
55 H 2.818003 -2.543441 1.035517
56 H 0.430228 0.952624 0.254915
57 H 0.137895 -0.006365 1.715428

Atomic forces in eV per Å
0.7194 -1.1338 0.3128
-0.7493 0.1189 -0.1382
0.4732 -0.1698 -0.6910
-0.7811 -0.0770 1.0625
-0.6592 0.5017 -1.1767
-0.0736 0.7827 0.4107
-1.2228 -0.7047 0.1912
-0.4261 1.0115 -0.8188
0.6939 -2.4364 1.2412
0.5887 0.5087 -0.5272
0.4353 0.8742 -0.1599
0.6599 -0.1081 0.6617
-1.1183 -0.4944 -2.6707
-0.6973 0.1952 -0.2781
0.8809 0.1731 0.9865
0.4364 -2.0002 0.8005
-0.1454 0.5052 -0.3163
0.2693 1.7384 1.5859
-0.1869 -0.5954 0.2766
-0.3399 0.1878 0.0617
0.8315 -0.6241 -0.8674
0.1697 -0.2868 0.4693
-0.4438 0.3968 0.3444
-0.4254 0.2793 -0.5727
-0.0699 0.4850 0.3667
0.1758 0.3145 -0.5473
0.1806 -0.1316 -0.6441
0.2367 -0.4106 0.2802
-0.0427 0.5376 0.4077
0.4824 -0.3865 0.1463
0.0600 -0.1265 -0.5840
0.6395 -0.2470 0.2744
0.1287 -0.1466 0.6820
0.7450 0.0613 0.0422
0.5083 0.1206 0.4782
-0.1234 0.6283 0.0589
-0.6806 -0.2338 -0.5035
0.3045 0.0102 -0.4213
-0.1600 0.5051 0.1517
-0.6823 -0.1638 0.0955
-0.3476 -0.1726 -0.0021
0.3240 0.0458 0.6659
0.1230 0.6975 -0.0412
0.3801 0.1606 0.5413
0.4606 0.4615 -0.3164
-0.3794 0.0339 0.4867
0.4958 0.1767 0.2360
-0.1308 -0.5189 -0.2686
-0.7137 0.1081 -0.0385
-0.4682 0.4703 -0.2890
-0.1160 -0.4893 0.1906
0.1260 0.0036 -0.5878
0.3681 -0.0356 -0.5878
0.4056 0.4186 0.0933
-0.5563 0.0439 -0.1002
-0.2859 -0.6965 0.1042
-0.2771 -0.1668 -0.5580

- Spin multiplicity: 2
- Lowest unoccupied orbital energy (alpha / beta): 0.69 / 0.30 eV
- ΔE to the lowest compared entry with this formula, charge and spin: 38.0 kcal/mol
- Gap between HOMO and LUMO (alpha / beta): 9.15 / 9.80 eV
- <S²>: 0.754
- Total charge: 0

---

No. 2
C18H36O20S2 | the ωB97M-V functional and the def2-TZVPD basis

Element x y z (Å)
1 O -0.435197 4.470558 3.340913
2 S -0.586516 3.639281 2.150396
3 O -1.723829 2.738812 1.978014
4 O -0.476415 4.644100 0.869553
5 C 0.521684 5.625049 0.921422
6 C 0.401305 6.510055 -0.279318
7 C 0.940817 2.625995 1.895563
8 H 1.521793 5.191593 0.922343
9 H 0.407673 6.088365 1.901442
10 H -0.509142 7.106943 -0.333435
11 H 0.449714 5.885219 -1.171132
12 H 1.216509 7.224399 -0.394416
13 H 1.842320 3.192800 1.662934
14 H 0.621275 1.886752 1.161054
15 H 1.028639 2.147298 2.870875
16 O -1.086383 -0.705688 -1.580687
17 S -2.006047 0.325823 -2.047470
18 O -2.241082 0.556220 -3.444060
19 O -3.451211 0.300537 -1.245940
20 C -4.566150 1.015054 -1.724157
21 C -5.553163 -0.019327 -2.261415
22 C -1.374888 1.901429 -1.348561
23 H -4.262372 1.868024 -2.331005
24 H -5.086870 1.378742 -0.838330
25 H -5.116000 -0.514123 -3.128688
26 H -6.459143 0.455983 -2.637443
27 H -5.779902 -0.740819 -1.476474
28 H -1.541351 1.779443 -0.278275
29 H -1.952780 2.749366 -1.716178
30 H -0.333851 2.053188 -1.633717
31 O 0.019308 -1.626562 3.609219
32 H 0.761427 -1.078486 3.864387
33 H -0.066749 -1.489916 2.665737
34 O 0.226958 -1.114771 0.739072
35 H 0.008175 -0.842325 -0.152075
36 H 1.067363 -0.693504 0.919311
37 C 4.850757 -3.807585 -0.717191
38 C 4.989699 -2.273341 -1.118301
39 O 4.177950 -1.642273 -0.200555
40 C 3.765744 -2.514929 0.751579
41 O 3.013653 -2.223913 1.669379
42 O 4.259212 -3.760830 0.529497
43 H 5.843622 -4.257061 -0.734132
44 H 4.200670 -4.289658 -1.447322
45 H 4.606081 -2.085317 -2.121089
46 H 5.974712 -1.845079 -0.932692
47 C 4.325848 1.575747 -3.571065
48 C 3.168954 2.603067 -3.749454
49 O 2.310516 2.121689 -2.718185
50 C 2.541531 0.820088 -2.406150
51 O 1.761779 0.134351 -1.754780
52 O 3.603856 0.401533 -3.084876
53 H 4.978710 2.052827 -2.840128
54 H 4.907154 1.328964 -4.459489
55 H 2.786225 2.574637 -4.769651
56 H 3.600002 3.592549 -3.597056
57 C 0.832870 -4.780124 1.953861
58 C -0.503734 -4.429421 1.167987
59 O -0.900332 -5.715211 0.689775
60 C -0.278232 -6.669739 1.364408
61 O -0.420984 -7.858124 1.253529
62 O 0.670490 -6.168431 2.187180
63 H 1.041510 -4.172605 2.834475
64 H 1.724593 -4.610083 1.350519
65 H -0.176152 -3.720996 0.407121
66 H -1.061097 -3.867912 1.917754
67 C -3.000154 -1.737621 1.820515
68 C -3.227658 -0.464941 2.716877
69 O -4.469301 -0.146688 2.253023
70 C -5.088222 -1.115958 1.545548
71 O -6.284897 -1.110049 1.256545
72 O -4.213194 -2.029668 1.216625
73 H -2.871683 -2.584753 2.494281
74 H -2.197701 -1.575379 1.100901
75 H -2.521382 0.336014 2.498385
76 H -3.147336 -0.619283 3.792895

Atomic forces in eV per Å
-0.3798 -1.4288 -1.4769
0.8068 0.4975 0.3341
1.6147 1.6268 -0.0267
-1.5980 -2.3442 0.1764
0.9657 1.0881 1.0484
-0.1957 0.4195 -0.7864
-1.5906 0.1514 0.7454
0.0843 -0.3645 -0.0843
0.1274 0.6504 -0.2495
-0.1473 -0.2521 0.2260
-0.1402 -0.0530 -0.0889
0.1945 -0.1273 0.4311
-0.3696 0.0234 -0.0814
0.3945 0.1215 -0.1547
0.2449 -0.0945 -0.0485
-2.0366 0.4154 -0.4607
0.1472 2.7765 0.7523
-0.0566 -0.9068 0.3401
3.4110 -1.5086 0.1983
-1.8637 -0.2024 0.2498
0.4601 0.5075 -1.1936
-0.4753 -0.8817 -0.1186
-0.2079 -0.3005 -0.3800
0.5199 0.4889 0.2536
0.0388 -0.2624 0.0591
-0.1238 0.0456 0.3049
-0.0573 0.1035 -0.0818
0.3110 0.2576 0.0240
-0.2080 -0.2666 -0.0457
-0.0118 -0.3489 0.1046
-0.2069 -0.5529 0.3114
0.2301 0.1025 0.1660
-0.0580 0.2814 -0.6855
0.1229 -0.3708 0.9248
-0.4287 0.1652 -0.7790
0.4918 -0.0460 -0.0042
1.2347 1.5199 -2.4771
0.8169 -1.4137 -0.4956
-1.8773 -0.0608 2.1577
-1.2288 1.0663 0.9441
1.3798 -0.7708 -1.5960
-0.8173 0.4851 1.3774
-0.2615 -0.2875 0.4168
-0.0128 -0.2422 0.1721
0.2973 0.0789 0.0369
0.2782 -0.4028 -0.5805
-0.7623 0.7383 -0.4165
2.0386 -1.3534 -0.4209
-0.9017 0.8262 0.4228
-2.4010 -0.6985 -0.1654
2.1923 1.5759 -0.9899
1.4642 0.1148 0.2878
0.1868 -0.8639 0.4594
-0.3420 -0.1780 0.0939
-0.8050 -0.2306 0.3116
-0.6450 0.0742 0.5496
-1.6083 -0.1339 -1.2457
3.4193 1.0312 1.0019
-0.5853 0.0041 0.5389
-0.4971 1.0237 -0.8666
0.2688 -0.1855 0.1052
0.4826 0.3890 1.0847
0.0413 -0.3969 0.7497
0.5554 -0.1072 -0.4500
-0.7139 -0.3705 -0.5170
-1.2562 -0.7627 -0.2977
1.7499 -0.2151 1.9655
1.8227 -1.1063 -1.1092
-2.9914 1.6798 0.2475
-3.6861 1.3026 -0.2340
3.2703 0.0097 0.5922
-0.2976 -0.7865 -1.1122
0.9112 -0.1312 -0.1170
-0.1375 -0.2868 -0.0678
-0.0666 0.0223 -0.2748
-0.5252 -0.3681 0.0146

- Spin multiplicity: 2
- Lowest unoccupied orbital energy (alpha / beta): -2.83 / -10.14 eV
- Gap between HOMO and LUMO (alpha / beta): 9.59 / 2.28 eV
- <S²>: 0.772
- Total charge: +1

---

No. 3
C18H36O25Rb3S4 | the ωB97M-V functional and the def2-TZVPD basis

Element x y z (Å)
1 Rb 0.972805 -0.850690 -4.527332
2 Rb 4.542975 0.622000 -3.552592
3 Rb 2.775525 -2.687150 -1.317992
4 S 1.666735 0.534750 -1.490422
5 O 0.782865 -0.584840 -1.758792
6 O 1.860905 1.140830 -2.797642
7 O 1.100325 1.402610 -0.496472
8 O 2.951965 0.018600 -1.029912
9 C -1.673065 -2.668240 0.213538
10 C -0.863555 -3.509620 -0.741282
11 O -1.525845 -4.738930 -1.051162
12 C -2.174195 -4.978460 -2.232652
13 O -2.231615 -4.276280 -3.242012
14 O -2.875685 -6.083900 -2.111752
15 C -3.684715 -6.503170 -3.233802
16 H -2.657705 -2.368680 -0.145442
17 H -1.121175 -1.852090 0.679818
18 H -1.988405 -3.241960 1.085028
19 H 0.003825 -3.739530 -0.122482
20 H -0.500945 -2.957790 -1.608512
21 H -4.597275 -5.932940 -3.407522
22 H -4.064825 -7.501550 -3.017322
23 H -3.143155 -6.814260 -4.127132
24 C 0.613185 -5.719380 4.747028
25 C -0.256045 -4.666070 3.990298
26 O 0.679935 -3.935980 3.167638
27 C 0.715735 -2.623470 3.250588
28 O -0.006305 -1.927420 3.948818
29 O 1.653365 -2.213330 2.256168
30 C 1.959915 -0.876680 1.939428
31 H -0.035825 -6.515210 5.112478
32 H 1.273025 -5.401280 5.554198
33 H 1.333775 -6.145840 4.049198
34 H -0.913585 -4.028100 4.580818
35 H -0.884715 -5.192640 3.272248
36 H 1.112055 -0.402040 1.445528
37 H 2.798185 -0.908390 1.243438
38 H 2.214695 -0.303190 2.830668
39 C -1.299855 1.240640 2.721988
40 C -1.777625 1.251310 1.223648
41 O -3.077515 1.707270 1.220108
42 C -4.042095 0.846010 1.179038
43 O -3.970255 -0.395700 1.170538
44 O -5.230085 1.552770 1.106438
45 C -6.453855 0.924360 0.841868
46 H -0.877165 2.158140 3.131418
47 H -0.558075 0.448770 2.825998
48 H -2.189055 0.932910 3.272198
49 H -1.629025 0.336800 0.649458
50 H -1.161915 1.996400 0.719818
51 H -7.200145 1.662410 1.135858
52 H -6.604495 0.076320 1.509878
53 H -6.445885 0.644370 -0.211522
54 C 1.870505 4.344250 -1.981752
55 C 1.695015 4.370100 -0.466182
56 O 1.693965 5.697120 -0.126552
57 S 1.738275 6.817520 -1.415252
58 O 2.682355 7.940640 -1.321032
59 O 0.324885 7.128080 -1.677002
60 O 2.309415 5.598460 -2.382142
61 H 0.937315 3.963310 -2.396652
62 H 2.606195 3.599000 -2.284142
63 H 2.449875 3.833270 0.108378
64 H 0.700155 4.006510 -0.208982
65 C -1.466895 1.954950 -2.905582
66 C -0.716125 2.298980 -4.173042
67 O -0.998955 3.642450 -4.380682
68 S -2.320285 4.240720 -3.591822
69 O -3.217165 4.796310 -4.565482
70 O -1.962525 5.097400 -2.470732
71 O -2.644075 2.661460 -3.146132
72 H -1.095255 2.211950 -1.913652
73 H -1.810505 0.920630 -2.920112
74 H -0.869205 1.691380 -5.064942
75 H 0.366325 2.282220 -4.046072
76 C 4.471025 1.868880 0.959078
77 C 5.300255 0.610480 0.935588
78 O 5.913615 0.473650 2.126978
79 S 5.079005 1.348920 3.254458
80 O 5.997275 2.316320 3.784428
81 O 4.357355 0.442420 4.139708
82 O 4.003205 2.041230 2.258268
83 H 3.532865 1.814600 0.406808
84 H 5.072025 2.729200 0.664528
85 H 6.052115 0.560230 0.148008
86 H 4.651815 -0.255150 0.800288

Atomic forces in eV per Å
-0.2814 -0.0561 -0.0451
-0.0736 0.0923 0.2137
-0.1899 -0.0485 0.2726
-0.7511 -0.0838 0.7191
-1.5685 -2.7032 -0.0723
0.9210 1.9319 -2.1565
-0.3408 1.3265 0.6042
2.3550 -0.7192 0.3622
-1.3331 -0.2102 0.5986
0.3448 0.7010 0.5814
-0.5259 -0.8148 -1.1935
-0.3322 2.3130 -0.9669
0.9495 -0.6392 1.8293
-0.3839 -1.0697 -0.0231
-0.3225 -1.5587 0.0285
0.3051 0.5862 -0.4783
0.0936 0.2321 -0.6267
0.3436 -0.5839 0.0779
0.3263 -0.7297 -0.3336
-0.4366 -0.1008 -0.2610
0.6292 0.6669 -0.0567
-0.0323 0.0317 1.0608
0.4940 1.2981 -0.1578
-0.4513 0.1594 -0.3773
1.0048 -1.0834 0.2663
0.1749 0.1577 -0.0669
-0.3956 2.1781 -0.9708
1.8069 -0.7138 -1.3163
-1.3133 -2.2053 1.6814
-0.6718 0.8239 0.5353
0.0738 -0.0290 0.0696
-0.5385 0.6610 0.1884
-0.3392 -0.1699 -0.3492
0.5146 0.1499 0.1226
-0.0222 -0.0854 0.0490
0.0562 0.1025 -0.1166
-0.1502 0.0122 0.1822
0.1236 0.0064 -0.0302
-0.2786 -1.4330 -1.1213
2.9758 0.7119 1.3358
-1.3838 1.1612 -0.5934
-2.6781 -2.6916 -0.4743
-0.0484 2.8187 0.0231
2.5730 0.3201 0.5606
0.0646 -0.5082 0.5039
-0.2902 0.1388 -0.4331
0.0253 0.0460 0.2729
0.2293 0.0384 0.4236
-0.3105 -0.2293 0.4721
-0.2737 0.1046 -0.2668
-0.0721 -0.0136 -0.5679
0.0922 -0.3130 -0.2859
-0.5899 -0.1123 0.0950
-0.1360 -2.1785 0.3721
-0.7313 -0.8811 -0.2581
0.7676 4.5935 0.3461
-1.8311 -0.8825 0.5970
-1.6156 -3.2644 0.0038
3.1356 -0.6056 0.2143
0.0038 2.5447 -0.5525
-0.1641 0.8162 -0.5388
0.2196 0.2701 -0.0055
0.0595 0.0897 -0.1259
0.2097 -0.4621 0.0208
-0.5301 -1.2133 -0.4878
2.4939 -0.0603 0.8717
-0.6987 2.7656 -0.4863
1.2312 -0.6215 0.2482
0.4658 -1.3035 0.9147
-0.2411 -2.0611 -1.6116
-2.9152 2.8810 0.2557
0.7951 0.0252 -0.3108
0.3433 -0.1350 0.2879
-1.0486 -0.0323 -0.0104
0.0284 -0.2215 0.3873
-0.4416 0.8440 -1.8670
-1.4826 -1.2776 -2.7893
0.4577 1.1230 3.5946
-0.1529 -0.8768 1.9795
-0.8975 -0.7771 -0.4786
1.2398 1.5727 -1.6010
1.0979 -0.9147 2.3472
0.4766 -0.2138 -0.6529
-0.0041 0.1977 -0.0396
-0.0340 0.3898 -0.1037
-0.1989 0.0040 -0.3097

- Spin multiplicity: 2
- Lowest unoccupied orbital energy (alpha / beta): -0.93 / -1.20 eV
- Gap between HOMO and LUMO (alpha / beta): 3.72 / 8.61 eV
- <S²>: 0.750
- Total charge: 0

---

> Which value of total charge does entry 3 give?

0

---

> The highest <S²> belongs to which entry?

C18H36O20S2